No. 1
This record from the Open Molecules 2025 dataset describes the ion C4H6ClN2O with charge +1 in a non-equilibrium geometry. The level of theory is ωB97M-V with the def2-TZVPD basis set.

Computed properties:
DFT total energy, eV: -21786.9987
Structure (SMILES): O[C@]1(Cl)CC=NC=[NH+]1
Total charge: +1
Relative energy (zero: lowest compared OMol25 entry of this formula, charge and spin), eV: 1.350
Kohn-Sham gap, eV: 9.64

CARTESIAN COORDINATES (ANGSTROEM)
C  0.311  -1.485  -0.586
C  -1.172  0.123  -1.271
C  0.344  -0.907  0.806
C  0.304  0.611  0.554
N  -0.533  -1.050  -1.432
N  -0.687  1.054  -0.519
O  1.552  0.978  0.243
Cl  -0.351  1.345  2.067
H  0.906  -2.318  -0.905
H  -2.103  0.303  -1.654
H  -0.224  -1.451  1.578
H  1.376  -0.971  1.356
H  -1.273  1.837  -0.465
H  1.551  1.930  0.227

No. 2
This record from the Open Molecules 2025 dataset describes a structure of composition C49H42N7OS2Sc. The level of theory is ωB97M-V with the def2-TZVPD basis set.

Computed properties:
DFT total energy, eV: -106349.3391
Relative energy (zero: lowest compared OMol25 entry of this formula, charge and spin), eV: 0.415
Kohn-Sham gap, eV: 7.30

CARTESIAN COORDINATES (ANGSTROEM)
Sc  -0.321  -0.751  0.076
C  -1.095  -1.387  4.584
C  -0.069  -2.242  4.969
C  0.825  -2.697  4.017
C  0.682  -2.304  2.680
C  -0.345  -1.449  2.256
C  -1.216  -1.001  3.257
C  1.588  -2.871  1.653
C  2.836  -3.458  2.017
C  3.549  -4.157  1.101
C  3.024  -4.334  -0.201
C  3.619  -5.193  -1.150
C  3.037  -5.389  -2.370
C  1.848  -4.705  -2.691
C  1.273  -3.838  -1.803
C  1.842  -3.636  -0.524
N  1.172  -2.857  0.396
H  -1.797  -1.018  5.324
H  0.030  -2.554  6.002
H  1.609  -3.380  4.320
H  -2.011  -0.306  3.002
H  3.202  -3.333  3.025
H  4.500  -4.610  1.360
H  4.535  -5.707  -0.882
H  3.485  -6.062  -3.090
H  1.389  -4.851  -3.661
H  0.381  -3.284  -2.059
C  -1.495  5.331  2.049
C  -0.012  5.167  2.330
N  0.350  3.818  2.766
C  0.462  3.617  4.207
C  1.839  3.984  4.740
C  0.651  2.842  1.886
S  1.302  1.368  2.377
N  0.454  3.216  0.583
C  -0.045  2.445  -0.330
O  -0.570  1.283  -0.184
C  -0.009  2.960  -1.737
C  0.889  3.959  -2.106
C  0.930  4.405  -3.417
C  0.064  3.866  -4.362
C  -0.833  2.874  -3.996
C  -0.864  2.414  -2.687
H  -1.725  6.370  1.805
H  -2.097  5.042  2.914
H  -1.780  4.714  1.197
H  0.301  5.843  3.128
H  0.563  5.411  1.439
H  0.242  2.573  4.423
H  -0.313  4.230  4.675
H  2.593  3.347  4.279
H  1.878  3.841  5.821
H  2.083  5.027  4.527
H  1.551  4.372  -1.356
H  1.639  5.170  -3.705
H  0.095  4.218  -5.386
H  -1.501  2.442  -4.730
H  -1.535  1.617  -2.397
N  -4.861  -0.931  0.450
C  -4.863  0.435  0.669
C  -5.906  1.332  0.860
C  -5.550  2.640  1.116
C  -4.203  3.024  1.198
C  -3.174  2.125  1.003
C  -3.514  0.805  0.704
N  -2.720  -0.326  0.484
C  -3.564  -1.315  0.361
C  -3.126  -2.690  0.204
C  -3.853  -3.825  0.374
S  -2.832  -5.176  0.185
C  -1.513  -4.134  -0.108
N  -1.795  -2.867  -0.075
H  -5.662  -1.524  0.329
H  -6.942  1.022  0.821
H  -6.323  3.381  1.273
H  -3.968  4.054  1.428
H  -2.140  2.420  1.095
H  -4.893  -3.928  0.636
H  -0.528  -4.525  -0.308
N  1.858  0.038  -0.451
C  2.739  -0.655  -1.327
C  4.017  -0.973  -0.887
C  4.901  -1.640  -1.718
C  4.502  -1.975  -3.003
C  3.223  -1.657  -3.429
C  2.304  -1.001  -2.609
C  0.900  -0.789  -3.084
C  0.716  -0.495  -4.440
C  -0.551  -0.453  -5.000
C  -1.653  -0.710  -4.200
C  -1.464  -0.953  -2.843
C  -0.206  -0.983  -2.225
H  2.310  0.379  0.395
H  1.477  0.846  -0.933
H  4.315  -0.685  0.116
H  5.892  -1.893  -1.363
H  5.177  -2.503  -3.665
H  2.903  -1.970  -4.415
H  1.577  -0.286  -5.065
H  -0.672  -0.223  -6.051
H  -2.651  -0.701  -4.624
H  -2.359  -1.109  -2.241

No. 3
This record from the Open Molecules 2025 dataset describes a structure of composition C14H13BN2O3S in a non-equilibrium geometry. The level of theory is ωB97M-V with the def2-TZVPD basis set.

Computed properties:
DFT total energy, eV: -35364.3736
Kohn-Sham gap, eV: 8.32

CARTESIAN COORDINATES (ANGSTROEM)
C  3.674  -1.176  0.339
O  2.708  -0.788  1.319
B  2.116  0.436  1.081
O  2.159  1.462  2.032
C  1.326  0.659  -0.300
C  1.546  1.923  -0.985
C  0.952  2.184  -2.177
C  0.094  1.176  -2.702
N  -0.574  1.246  -3.863
S  -1.368  -0.149  -4.034
N  -0.948  -0.935  -2.670
C  -0.143  -0.088  -2.035
C  0.524  -0.334  -0.776
C  0.290  -1.689  -0.105
O  -0.182  -1.604  1.237
C  -1.395  -0.944  1.330
C  -1.448  0.401  1.678
C  -2.666  1.051  1.768
C  -3.866  0.405  1.479
C  -3.794  -0.942  1.122
C  -2.582  -1.613  1.065
H  3.800  -0.456  -0.485
H  3.399  -2.158  -0.078
H  4.659  -1.273  0.824
H  2.878  2.056  1.773
H  2.217  2.653  -0.529
H  1.160  3.126  -2.682
H  -0.368  -2.288  -0.753
H  1.262  -2.200  -0.075
H  -0.521  0.936  1.900
H  -2.748  2.104  2.052
H  -4.817  0.930  1.552
H  -4.740  -1.436  0.891
H  -2.605  -2.673  0.806

No. 4
This record from the Open Molecules 2025 dataset describes an isolated molecule of CH4N6O in a non-equilibrium geometry. The level of theory is ωB97M-V with the def2-TZVPD basis set.

Computed properties:
DFT total energy, eV: -12082.9168
Structure (SMILES): CON1N=NNN=N1
Relative energy (zero: lowest compared OMol25 entry of this formula, charge and spin), eV: 4.026
Kohn-Sham gap, eV: 9.70

CARTESIAN COORDINATES (ANGSTROEM)
C  -2.286  0.030  -0.181
N  1.907  -1.148  0.103
N  1.913  1.150  0.007
N  0.791  -1.159  -0.397
N  0.751  1.164  -0.346
N  2.367  0.030  0.749
N  0.034  -0.025  -0.277
O  -1.104  0.180  -0.978
H  -3.039  0.794  -0.197
H  -2.004  0.038  0.905
H  -2.673  -0.961  -0.380
H  3.343  -0.092  0.993

No. 5
This record from the Open Molecules 2025 dataset describes a structure of composition C4H3FOS in a non-equilibrium geometry. The level of theory is ωB97M-V with the def2-TZVPD basis set.

Computed properties:
DFT total energy, eV: -19793.7219
Relative energy (zero: lowest compared OMol25 entry of this formula, charge and spin), eV: 1.586
Kohn-Sham gap, eV: 7.76

CARTESIAN COORDINATES (ANGSTROEM)
C  -1.288  0.127  -1.238
C  -0.719  -0.254  -0.092
C  0.469  0.392  0.320
C  1.279  -0.256  1.260
H  -0.982  0.984  -1.708
H  -1.217  -1.120  0.468
H  2.136  0.330  1.630
O  1.271  -1.406  1.558
F  -2.092  -0.604  -2.195
S  1.143  1.807  -0.003

No. 6
This record from the Open Molecules 2025 dataset describes an isolated molecule of C22H18FN5O2 in a non-equilibrium geometry. The level of theory is ωB97M-V with the def2-TZVPD basis set.

Computed properties:
DFT total energy, eV: -37366.8024
Structure (SMILES): CC(=O)N(C)c1cccc(-n2ccc(=O)c(-c3ccnn3-c3ccccc3F)n2)c1
Relative energy (zero: lowest compared OMol25 entry of this formula, charge and spin), eV: 1.168
Kohn-Sham gap, eV: 8.43

CARTESIAN COORDINATES (ANGSTROEM)
O  -0.114  -0.582  -3.818
O  5.128  -0.867  4.516
F  -3.657  -1.715  -5.325
N  -4.088  -2.240  -2.477
N  -0.396  -0.601  -0.268
C  0.103  -0.363  -2.639
C  4.030  -0.743  3.984
C  -3.761  -2.985  -1.446
C  -0.748  -0.848  -1.517
C  1.320  0.348  -2.301
C  -2.441  -2.638  -0.946
C  1.589  0.597  -0.951
C  -2.023  -1.580  -1.707
C  -3.281  1.955  -5.053
C  -2.994  2.170  -3.687
C  -0.167  1.136  3.510
C  -3.508  0.665  -5.592
C  -0.287  0.830  2.144
C  -2.933  1.040  -2.858
C  1.090  1.127  4.087
C  2.100  0.423  2.015
C  -3.455  -0.442  -4.779
C  0.855  0.519  1.384
C  -3.158  -0.224  -3.414
C  2.217  0.723  3.369
N  0.712  0.175  0.034
N  -3.071  -1.347  -2.607
N  3.415  0.542  4.037
C  3.447  -2.018  3.364
C  4.045  1.682  4.692
H  -4.308  -3.884  -1.142
H  2.020  0.596  -3.113
H  -1.922  -3.131  -0.136
H  2.453  1.210  -0.626
H  -3.352  2.854  -5.685
H  -2.807  3.153  -3.270
H  -1.023  1.355  4.125
H  -3.763  0.527  -6.665
H  -1.273  0.892  1.653
H  -2.719  1.151  -1.761
H  1.145  1.427  5.131
H  2.993  0.103  1.485
H  2.385  -2.093  3.650
H  3.962  -2.909  3.744
H  3.564  -2.023  2.288
H  5.143  1.634  4.537
H  3.829  1.725  5.747
H  3.703  2.673  4.286

No. 7
This record from the Open Molecules 2025 dataset describes a structure of composition C54H30Cl4KN5O2 in a non-equilibrium geometry. The level of theory is ωB97M-V with the def2-TZVPD basis set.

Computed properties:
DFT total energy, eV: -134444.9096
Total charge: -2
Relative energy (zero: lowest compared OMol25 entry of this formula, charge and spin), eV: 0.000
Kohn-Sham gap, eV: 5.19

CARTESIAN COORDINATES (ANGSTROEM)
K  0.940  0.089  0.733
Cl  -4.330  2.089  8.536
C  -3.582  1.841  6.970
C  -3.858  2.728  5.945
C  -3.258  2.529  4.711
C  -2.401  1.452  4.496
C  -2.147  0.576  5.546
C  -2.730  0.767  6.791
C  -1.773  1.244  3.159
C  -2.171  0.090  2.492
C  -3.175  -0.876  2.875
C  -3.119  -1.886  1.954
C  -2.071  -1.516  1.038
C  -1.398  -2.296  -0.039
C  -1.447  -4.699  -1.128
C  -1.631  -5.707  0.052
C  -2.162  -7.033  -0.260
C  -2.241  -7.446  -1.528
Cl  -2.808  -9.062  -1.907
C  -2.025  -6.564  -2.661
C  -1.745  -5.271  -2.453
C  0.158  -1.969  -1.506
N  0.653  -0.622  -1.697
C  1.764  -0.655  -2.380
C  2.567  0.479  -2.695
C  3.750  0.280  -3.559
C  4.746  -0.629  -3.173
C  5.866  -0.880  -3.951
C  6.023  -0.192  -5.140
Cl  7.440  -0.484  -6.132
C  5.075  0.722  -5.561
C  3.952  0.939  -4.778
C  2.331  1.772  -2.111
C  2.679  3.068  -2.758
C  2.252  4.037  -1.938
C  1.682  3.379  -0.745
N  1.798  2.007  -0.929
C  1.165  4.020  0.344
C  0.455  3.470  1.526
C  0.409  4.115  2.803
C  -0.415  3.339  3.587
C  -0.851  2.253  2.767
N  -0.287  2.366  1.516
C  1.287  5.505  0.399
C  2.519  6.146  0.290
C  2.621  7.531  0.339
C  1.470  8.275  0.506
Cl  1.580  10.025  0.572
C  0.229  7.671  0.634
C  0.148  6.291  0.589
C  1.995  -2.060  -2.882
C  1.037  -2.830  -2.372
N  -1.556  -0.356  1.343
H  -4.528  3.561  6.112
H  -3.447  3.216  3.897
H  -1.479  -0.259  5.381
H  -2.525  0.094  7.611
H  -3.843  -0.810  3.721
H  -3.727  -2.777  1.914
H  -1.938  -5.256  0.989
H  -2.512  -7.668  0.543
H  -2.215  -6.950  -3.652
H  -1.762  -4.571  -3.282
H  4.644  -1.136  -2.221
H  6.615  -1.586  -3.620
H  5.196  1.240  -6.503
H  3.185  1.603  -5.154
H  3.122  3.210  -3.729
H  2.271  5.099  -2.127
H  0.931  5.013  3.094
H  -0.659  3.504  4.626
H  3.410  5.542  0.175
H  3.581  8.021  0.257
H  -0.656  8.278  0.770
H  -0.810  5.801  0.700
H  2.798  -2.383  -3.528
H  0.923  -3.894  -2.519
O  3.089  -3.403  1.500
C  2.039  -2.741  1.505
O  1.755  -1.698  2.134
C  0.884  -3.282  0.612
C  0.699  -4.590  0.470
C  -0.261  -5.287  -0.410
C  -2.001  -3.320  -0.938
C  -3.479  -3.292  -1.061
C  -4.180  -2.283  -1.596
C  -3.542  -1.146  -2.226
C  -2.203  -1.070  -2.256
C  -1.374  -2.022  -1.550
N  0.056  -2.322  -0.046
H  1.406  -5.231  0.988
H  0.216  -6.062  -1.008
H  -4.000  -4.174  -0.701
H  -5.262  -2.352  -1.613
H  -4.150  -0.396  -2.716
H  -1.674  -0.281  -2.774